The following is a quantum chemistry calculation of 20 unconnected molecules or ions with the total composition C58H96ClN9O45S10, from the OMol25 dataset.

Each line ends with the Mulliken charge.
Positions of all 219 atoms, in Å:
C1 26.66799 20.59854 -22.30623  -0.137
N1 26.10880 21.85535 -22.88457  1.194
C2 25.98565 22.99769 -22.17509  -0.570
C3 25.66292 24.15954 -22.83427  -1.278
C4 25.29911 24.20788 -24.18031  1.218
C5 25.27379 22.98386 -24.88929  -0.943
C6 25.82256 21.87294 -24.24256  -0.206
C7 25.00182 25.48850 -24.92318  0.702
C8 25.75686 25.77752 -26.04216  -0.141
C9 25.62969 26.96635 -26.75296  -1.092
N2 24.77242 27.86309 -26.36823  0.551
C10 23.96354 27.64002 -25.27839  -0.391
C11 24.10823 26.49251 -24.49841  -0.528
C12 24.58453 29.04455 -27.20427  -0.004
H1 27.72797 20.63456 -22.55772  0.563
H2 26.31790 19.69763 -22.81012  -0.143
H3 26.57935 20.52836 -21.22211  -0.349
H4 26.33368 22.97592 -21.15294  0.515
H5 25.74473 25.05031 -22.22909  0.642
H6 25.00501 22.89257 -25.93132  0.557
H7 25.94156 20.94105 -24.77529  -0.089
H8 26.47637 25.02802 -26.33703  -0.008
H9 26.19515 27.06026 -27.66830  0.844
H10 23.39390 28.49606 -24.94807  -0.166
H11 23.39811 26.29430 -23.70921  0.876
H12 25.55397 29.54282 -27.20714  0.369
H13 23.93999 29.74048 -26.66729  -0.512
H14 24.07499 28.95928 -28.16406  0.123
C13 26.88838 27.55242 -32.14456  -1.497
C14 25.91552 28.09264 -31.03567  0.644
C15 25.07485 27.02061 -30.46906  -0.237
O1 26.68203 28.68152 -30.03441  -0.674
H15 27.69866 26.93266 -31.76059  0.050
H16 27.29888 28.29482 -32.82898  0.400
H17 26.36770 26.83727 -32.78139  0.433
H18 25.26006 28.70238 -31.65751  -0.005
H19 24.63276 26.43630 -31.27606  0.690
H20 24.14102 27.45312 -30.10989  -0.172
H21 25.54686 26.34770 -29.75317  -0.454
Cl1 28.04055 19.51627 -25.80395  -0.791
O2 27.75193 33.17500 -28.74907  -0.682
C16 27.57595 32.07768 -28.34549  0.713
N3 26.35449 31.62666 -28.71614  0.297
C17 28.66398 31.09865 -27.79124  -0.661
H22 26.25761 30.62198 -28.67965  -0.194
H23 25.68667 32.24658 -29.15181  0.184
H24 29.70647 31.38742 -27.92518  0.394
H25 28.44991 30.08691 -28.13569  -0.149
H26 28.46715 30.98658 -26.72504  0.332
O3 24.28912 18.61834 -24.41905  -0.270
C18 24.52840 17.40404 -24.67182  0.700
N4 25.57295 17.07446 -25.44337  -0.097
C19 23.53558 16.26858 -24.35393  -1.602
H27 26.31686 17.75275 -25.52473  -0.069
H28 25.65921 16.12362 -25.77283  0.189
H29 23.99600 15.36631 -23.95142  0.458
H30 22.92315 15.99626 -25.21351  0.342
H31 22.95376 16.55841 -23.47895  0.314
O4 28.65736 24.84064 -25.29254  -0.738
C20 28.90985 23.61242 -25.35256  0.374
N5 28.68995 22.98086 -26.48468  -0.100
C21 29.44133 22.91840 -24.18344  -0.104
H32 28.23866 23.44140 -27.26207  -0.048
H33 28.75058 21.97292 -26.46304  0.072
H34 30.03429 22.01506 -24.32651  0.351
H35 28.69664 22.64611 -23.43551  -0.377
H36 30.10391 23.60720 -23.65939  0.327
O5 28.69448 24.19762 -20.83280  -0.547
C22 29.24085 24.03542 -19.76640  0.721
N6 30.51684 23.61041 -19.69875  -0.303
C23 28.62593 24.30959 -18.45928  -0.596
H37 30.80622 23.23616 -20.59111  0.151
H38 31.07881 23.64434 -18.86022  0.204
H39 29.36377 24.35553 -17.65830  0.438
H40 27.87214 23.54550 -18.26935  -0.215
H41 28.21229 25.31255 -18.56452  0.243
N7 26.60708 23.69564 -28.61045  0.584
C24 26.62925 22.37463 -28.95864  -0.218
C25 27.50177 21.85134 -30.01700  -0.424
C26 28.29644 22.79152 -30.74386  -1.085
C27 28.26965 24.16583 -30.38005  -0.792
C28 27.48876 24.53638 -29.30928  0.183
H42 25.85268 21.77876 -28.50226  0.176
H43 27.58836 20.78172 -30.13873  0.512
H44 29.07405 22.44700 -31.40946  0.390
H45 28.99380 24.87823 -30.74677  0.581
H46 27.57293 25.57903 -29.04059  -0.012
N8 20.68495 26.30258 -27.28447  -0.375
C29 20.00282 25.15965 -26.93546  -0.705
C30 20.54147 23.91184 -27.11323  -0.733
C31 21.84782 23.83008 -27.61458  -0.419
C32 22.56244 25.03488 -27.97089  -0.556
C33 21.93139 26.22865 -27.75893  -0.603
H47 19.01309 25.40600 -26.58028  0.415
H48 20.03176 22.98550 -26.89306  0.578
H49 22.34154 22.87027 -27.65196  0.837
H50 23.58422 24.95682 -28.31186  0.646
H51 22.34672 27.20882 -27.94107  0.955
N9 21.02474 26.02393 -22.90803  0.387
C34 21.12631 25.52090 -21.65818  -0.361
C35 20.13129 25.72834 -20.72712  -0.770
C36 18.97326 26.41021 -21.11157  -0.464
C37 18.82629 26.76631 -22.43720  -0.895
C38 19.92948 26.68313 -23.30226  -0.385
H52 22.02819 24.99957 -21.37317  0.613
H53 20.39195 25.55441 -19.69358  0.436
H54 18.19092 26.47700 -20.37002  0.427
H55 17.86572 27.17660 -22.71173  0.494
H56 19.82214 26.91133 -24.35241  0.506
C39 20.34215 31.82075 -25.28110  0.023
C40 20.22991 30.41895 -24.66542  -0.239
O6 21.54080 30.08654 -24.28310  -0.153
S1 22.46655 31.42283 -23.94751  0.973
O7 23.77024 31.30560 -24.62581  -0.529
O8 22.52307 31.64426 -22.48516  -0.641
O9 21.48321 32.47975 -24.73121  -0.244
H57 19.42102 32.40262 -25.24889  0.417
H58 20.57292 31.79569 -26.34610  -0.216
H59 19.90233 29.71392 -25.42944  0.315
H60 19.59883 30.27638 -23.78820  0.270
C41 30.71388 28.11882 -29.81977  -0.178
C42 29.95457 27.34827 -28.66937  0.600
O10 30.37554 26.00496 -28.73497  -0.133
S2 31.89148 25.87641 -29.23512  1.173
O11 32.09864 24.69722 -30.08584  -0.558
O12 32.79640 26.11297 -28.12783  -0.586
O13 31.84797 27.26570 -30.06733  -0.450
H61 31.09167 29.10002 -29.53235  0.292
H62 30.11010 28.26599 -30.71525  0.222
H63 28.88412 27.41354 -28.86426  -0.519
H64 30.04041 27.85956 -27.71056  0.179
C43 23.23934 22.55243 -17.41857  -0.243
C44 23.94042 21.44299 -16.61742  -0.524
O14 24.59737 20.59600 -17.57064  -0.347
S3 24.72867 21.46830 -19.02630  0.922
O15 23.93428 20.96507 -20.12302  -0.681
O16 26.10393 21.84472 -19.25303  -0.420
O17 24.07071 22.82960 -18.45264  0.131
H65 23.13425 23.46600 -16.83338  0.063
H66 22.26259 22.27715 -17.81641  0.321
H67 23.20805 20.83242 -16.08926  0.373
H68 24.60728 21.88508 -15.87717  0.318
C45 24.20489 34.95739 -26.68431  -0.310
C46 23.85346 33.64305 -27.36247  0.478
O18 22.41296 33.68690 -27.46563  -0.125
S4 21.90708 35.22942 -27.82669  1.210
O19 20.59035 35.41577 -27.26241  -0.593
O20 22.25787 35.67025 -29.19017  -0.580
O21 23.05274 35.90470 -26.85960  -0.421
H69 25.10740 35.45962 -27.03265  0.365
H70 24.37082 34.81049 -25.61708  0.285
H71 23.96409 32.72346 -26.78784  -0.069
H72 24.34542 33.34843 -28.28944  -0.400
C47 23.45078 27.80637 -17.71801  -0.365
C48 22.84769 26.50016 -17.23148  -0.482
O22 23.13149 25.54147 -18.20979  -0.170
S5 24.39455 25.96606 -19.11406  0.844
O23 24.12943 25.28080 -20.40020  0.035
O24 25.65330 25.84427 -18.43637  -0.620
O25 23.89536 27.55566 -19.08102  -0.327
H73 24.25578 28.16796 -17.07823  0.285
H74 22.74606 28.63733 -17.68661  0.359
H75 21.76678 26.61139 -17.14572  0.301
H76 23.18611 26.06931 -16.28918  0.282
C49 28.98371 20.29888 -17.83014  0.213
C50 28.40649 19.40904 -16.74451  -0.409
O26 28.41975 18.08424 -17.21874  -0.353
S6 28.06953 18.16379 -18.85962  1.008
O27 26.67364 17.81068 -19.16352  -0.560
O28 29.08362 17.55607 -19.70617  -0.526
O29 28.31368 19.78694 -18.94230  -0.085
H77 30.05876 20.17372 -17.95937  0.168
H78 28.76616 21.36315 -17.74022  -0.045
H79 27.37152 19.61916 -16.47473  0.233
H80 29.03190 19.48866 -15.85533  0.371
C51 19.80977 22.45805 -23.28555  -0.338
C52 19.12144 21.42161 -24.21242  -0.473
O30 20.14615 20.86921 -24.95168  -0.383
S7 21.66272 21.11616 -24.29882  0.697
O31 22.54987 21.35648 -25.47726  -0.176
O32 22.01054 20.23362 -23.17568  -0.514
O33 21.12072 22.55269 -23.75338  0.141
H81 19.78451 22.03906 -22.27961  0.285
H82 19.29060 23.41318 -23.20624  0.201
H83 18.58428 21.93876 -25.00748  0.314
H84 18.50275 20.77084 -23.59451  0.302
C53 20.47733 32.35908 -30.59580  -0.350
C54 21.96612 32.57345 -30.93537  -0.461
O34 22.62811 31.97727 -29.89494  -0.275
S8 21.85678 30.57939 -29.38012  0.678
O35 21.77183 30.39208 -27.91910  -0.084
O36 22.35753 29.42466 -30.08193  -0.555
O37 20.42141 31.08078 -29.98840  -0.347
H85 19.76716 32.50377 -31.40995  0.344
H86 20.18000 33.12791 -29.88264  0.198
H87 22.18813 33.62339 -31.12630  0.388
H88 22.21766 32.09698 -31.88290  0.350
C55 30.93506 18.43279 -23.65010  -0.303
C56 29.76636 18.00440 -22.64008  -0.172
O38 29.54997 19.21167 -21.96465  -0.079
S9 31.04598 19.99418 -21.62642  1.069
O39 31.65946 19.68533 -20.34002  -0.639
O40 31.07933 21.42022 -21.92666  -0.497
O41 31.83900 19.19643 -22.82574  -0.368
H89 30.56619 19.15311 -24.38028  0.169
H90 31.39032 17.58703 -24.16538  0.369
H91 29.93983 17.13617 -22.00433  0.264
H92 28.84909 17.76274 -23.17703  0.207
C57 25.47389 18.73007 -28.52277  -0.168
C58 24.40636 19.38726 -27.64774  0.566
O42 23.77357 20.42206 -28.39000  -0.107
S10 23.84330 20.14380 -30.00816  1.193
O43 24.41475 21.36594 -30.64765  -0.483
O44 22.65128 19.52858 -30.62784  -0.610
O45 24.96598 18.91760 -29.84032  -0.426
H93 25.75686 17.67753 -28.50934  0.338
H94 26.40956 19.23681 -28.28645  0.123
H95 24.80619 19.68339 -26.67792  -0.803
H96 23.65602 18.63431 -27.40659  0.526

## Properties
- Kohn-Sham gap (eV) = 4.72
- HOMO level (eV) = -5.800
- strongest force on any atom (eV Å⁻¹) = 5.2
- E_tot (Ha) = -10587.8695